1.
Formula: C4H6GaO2
Source: the Open Molecules 2025 dataset
Level of theory: ωB97M-V with the def2-TZVPD basis set

Each line ends with the Löwdin charge.
Cartesian coordinates (Å):
O (-1.6292, 1.6396, -0.6115)  -0.129
C (1.3988, 0.1079, -0.0547)  -0.066
Ga (-0.1921, 1.0837, 0.2968)  0.954
O (1.0442, -1.1452, -0.0228)  -0.233
C (2.0413, -2.1852, -0.0717)  -0.010
H (2.1951, -2.4632, -1.1200)  0.113
H (2.9661, -1.8073, 0.3826)  0.108
H (1.6488, -3.0492, 0.4775)  0.111
C (-2.8722, 1.4359, -0.4168)  -0.026
C (-3.1446, 0.2784, 0.5145)  -0.079
H (-2.3279, 0.0435, 1.2319)  0.052
H (-4.0643, 0.4981, 1.0812)  0.097
H (-3.3614, -0.6205, -0.0846)  0.110

Orbital gap (alpha / beta) in Eh: 0.259 / 0.204
HOMO (alpha / beta) in eV: -13.01 / -12.17
ΔE to the lowest compared entry with this formula, charge and spin in kcal per mole: 48.4
Net charge: +1

2.
Formula: C4H6GaO7
Source: the Open Molecules 2025 dataset
Level of theory: ωB97M-V with the def2-TZVPD basis set

Each line ends with the Mulliken spin population.
Cartesian coordinates (Å):
O (3.6182, 1.9632, 0.2199)  0.000
C (3.0729, 0.8357, 0.0728)  0.000
O (3.7639, -0.2092, -0.0742)  0.000
O (1.7470, 0.7922, 0.0992)  0.000
O (-1.1132, 0.2959, -0.3746)  0.001
C (-2.4381, 0.3437, -0.1044)  -0.007
O (-2.8794, 0.2676, 1.0357)  0.019
O (-3.0001, 1.1845, -1.0038)  -0.001
C (-0.2978, -0.3633, 0.5861)  0.003
C (1.1088, -0.4879, 0.0639)  -0.001
Ga (5.0728, 0.9337, 0.0846)  0.000
H (-3.9298, 1.3094, -0.7767)  0.000
H (-0.6900, -1.3730, 0.7747)  -0.001
H (-0.3105, 0.1994, 1.5299)  -0.003
H (1.1165, -0.8694, -0.9662)  0.000
H (1.6586, -1.1897, 0.7025)  0.000
O (-2.8357, -1.6979, -1.1463)  1.012
H (-3.6642, -1.9349, -0.7230)  -0.021

Orbital gap (alpha / beta) in Eh: 0.300 / 0.176
Multiplicity: 2
Expectation value of S²: 0.753
HOMO (alpha / beta) in eV: -7.83 / -7.83
ΔE to the lowest compared entry with this formula, charge and spin in kcal per mole: 55.6

Copy entry 1 word for word.
Formula: C4H6GaO2
Source: the Open Molecules 2025 dataset
Level of theory: ωB97M-V with the def2-TZVPD basis set

Each line ends with the Löwdin charge.
Cartesian coordinates (Å):
O (-1.6292, 1.6396, -0.6115)  -0.129
C (1.3988, 0.1079, -0.0547)  -0.066
Ga (-0.1921, 1.0837, 0.2968)  0.954
O (1.0442, -1.1452, -0.0228)  -0.233
C (2.0413, -2.1852, -0.0717)  -0.010
H (2.1951, -2.4632, -1.1200)  0.113
H (2.9661, -1.8073, 0.3826)  0.108
H (1.6488, -3.0492, 0.4775)  0.111
C (-2.8722, 1.4359, -0.4168)  -0.026
C (-3.1446, 0.2784, 0.5145)  -0.079
H (-2.3279, 0.0435, 1.2319)  0.052
H (-4.0643, 0.4981, 1.0812)  0.097
H (-3.3614, -0.6205, -0.0846)  0.110

Orbital gap (alpha / beta) in Eh: 0.259 / 0.204
HOMO (alpha / beta) in eV: -13.01 / -12.17
ΔE to the lowest compared entry with this formula, charge and spin in kcal per mole: 48.4
Net charge: +1

- Among the records above, which one has the lowest ΔE to the lowest compared entry with this formula, charge and spin?
  C4H6GaO2